The following is a DFT calculation (ωB97M-V with the def2-TZVPD basis set) of one molecule with the formula C5H8O5 at a distorted geometry.

Summary:
E_LUMO: 0.532 eV
energy relative to the best compared isomer or geometry (same formula, charge and spin): 81.9 kcal per mole
SMILES: CC1(C)O[C@]1(O)OC(=O)O
electronic energy: -15549.219 eV

Bonds (Å) are listed after each position.
Geometry (Å):
1 O -0.751 -1.330 1.425  C8 1.344, C10 1.439
2 O 1.569 -1.239 1.514  C10 1.205
3 O -2.542 -0.638 0.278  C8 1.342, H15 0.972
4 O -1.077 0.979 0.837  C7 1.508, C8 1.322
5 O 0.474 -2.277 -0.218  C10 1.361, H16 0.967
6 C -0.226 0.645 -1.521  C7 1.499, H12 1.095, H13 1.094, H14 1.093
7 C 0.069 0.568 -0.053  O4 1.508, C6 1.499, C8 1.846, C9 1.501
8 C -1.332 -0.316 0.762  O1 1.344, O3 1.342, O4 1.322, C7 1.846
9 C 1.269 1.344 0.406  C7 1.501, H11 1.098, H17 1.092, H18 1.089
10 C 0.573 -1.481 0.881  O1 1.439, O2 1.205, O5 1.361
11 H 1.150 2.404 0.148  C9 1.098
12 H -0.379 1.673 -1.868  C6 1.095
13 H 0.638 0.248 -2.061  C6 1.094
14 H -1.079 0.033 -1.824  C6 1.093
15 H -3.036 0.184 0.121  O3 0.972
16 H 1.089 -3.024 -0.210  O5 0.967
17 H 2.166 0.977 -0.096  C9 1.092
18 H 1.423 1.252 1.480  C9 1.089